(1)
Density functional theory data (ωB97M-V/def2-TZVPD) for 2 unconnected molecules or ions with the total composition C2H3FS2 at a distorted geometry.

Each line ends with the natural charge from an NBO analysis.
Atoms and positions in Å:
C: -2.5441 0.9139 -0.0406  -0.2225
C: -1.6887 0.1669 -0.4514  -0.2345
F: 3.1675 0.2190 -0.5317  -0.5924
S: 1.2022 -1.9061 -0.2127  0.0259
S: 2.4715 -0.7967 0.6099  0.4472
H: -3.2853 1.6240 0.1943  0.2339
H: 1.5936 0.2981 1.0986  0.1278
H: -0.9167 -0.5190 -0.6664  0.2145

Calculated values
Highest occupied orbital energy (alpha / beta): -6.582 / -10.740 eV
Orbital gap (alpha / beta): 6.88 / 7.39 eV
Energy: -26503.981 eV
2S+1: 3



(2)
Density functional theory data (ωB97M-V/def2-TZVPD) for C5H5ClF2 in the gas phase at a distorted geometry.

Each line ends with the natural charge from an NBO analysis.
Atoms and positions in Å:
C: 2.7115 -0.5015 0.1395  -0.3609
C: 1.5072 0.1702 0.3234  -0.2363
C: 0.2845 -0.1121 -0.3671  -0.3084
C: -0.9060 0.1924 0.2533  0.3695
F: -0.9971 0.6314 1.4998  -0.3106
C: -2.2511 0.1524 -0.4129  0.1272
F: -2.8969 1.4179 -0.2737  -0.3435
Cl: -3.2474 -1.0044 0.4691  -0.0192
H: 3.3942 -0.2712 0.8585  0.1872
H: 3.1866 -1.0996 -0.8317  0.2204
H: 1.3306 1.0724 1.1876  0.2416
H: 0.0001 -0.5142 -1.3971  0.2337
H: -2.1162 -0.1335 -1.4486  0.1992

Calculated values
Highest occupied orbital energy: -9.025 eV
Orbital gap: 9.16 eV
Energy: -23220.524 eV
SMILES: C=C/C=C(\F)[C@H](F)Cl



(3)
Density functional theory data (ωB97M-V/def2-TZVPD) for a molecular structure, C15H18N3O3S4Sn.

Each line ends with the natural charge from an NBO analysis.
Atoms and positions in Å:
Sn: -1.0843 -0.2563 -2.1942  1.3391
C: -3.6501 2.2443 -4.0050  -0.5433
C: -2.3572 2.6733 -4.7040  -0.5303
S: -0.8172 1.8382 -4.1937  0.2240
C: 0.0595 3.0215 -3.1393  -0.5449
C: -0.6656 3.4098 -1.8651  -0.5506
S: -0.9677 1.9939 -0.7513  0.2197
C: -2.6767 2.2167 -0.1616  -0.5241
C: -3.7989 1.9000 -1.1473  -0.5457
S: -4.0490 3.1237 -2.4660  0.2372
H: -3.6747 1.1702 -3.8201  0.2215
H: -4.4787 2.4716 -4.6755  0.2628
H: -2.1800 3.7453 -4.6145  0.2510
H: -2.4275 2.4327 -5.7648  0.2622
H: 0.2652 3.9151 -3.7289  0.2700
H: 1.0200 2.5454 -2.9286  0.2490
H: -1.6285 3.8686 -2.0710  0.2650
H: -0.0473 4.1010 -1.2910  0.2679
H: -2.7270 3.2413 0.2063  0.2655
H: -2.7374 1.5500 0.7010  0.2572
H: -4.7292 1.8658 -0.5798  0.2633
H: -3.6667 0.9158 -1.6053  0.2030
O: 6.0064 -1.8922 4.6715  -0.9794
S: 5.7487 -2.8196 3.5896  2.4022
O: 5.8456 -2.2521 2.2563  -1.0075
O: 6.2983 -4.1462 3.7418  -0.9728
C: 3.9689 -3.0870 3.7815  0.1566
N: 3.5023 -3.6825 4.9006  -0.3585
C: 2.1949 -3.7878 5.0276  0.0862
C: 1.2934 -3.3070 4.0749  -0.2791
C: 1.8708 -2.7392 2.9618  0.1313
N: 3.1847 -2.6353 2.8106  -0.4405
C: 1.1303 -2.1661 1.8140  0.1051
C: -0.2603 -2.1920 1.6724  -0.2188
C: -0.8346 -1.6206 0.5648  0.0294
N: -0.1011 -1.0329 -0.3993  -0.7138
C: 1.2479 -1.0180 -0.2783  0.0314
C: 1.8878 -1.5635 0.7967  -0.1925
H: 1.8347 -4.2735 5.9285  0.2056
H: 0.2256 -3.3829 4.2294  0.2133
H: -0.8927 -2.6609 2.4127  0.2494
H: -1.9130 -1.6280 0.4289  0.2061
H: 1.8112 -0.5433 -1.0762  0.2067
H: 2.9690 -1.5572 0.8900  0.3201

Calculated values
Highest occupied orbital energy: -9.032 eV
Orbital gap: 2.08 eV
Energy: -75622.349 eV
Charge: +1



(4)
Density functional theory data (ωB97M-V/def2-TZVPD) for C2H3NOS in the gas phase at a distorted geometry.

Each line ends with the natural charge from an NBO analysis.
Atoms and positions in Å:
C: 0.2662 0.0037 -1.6751  -0.1035
N: 0.1113 -0.3692 -0.4952  -0.1318
O: -0.0012 0.5913 0.4699  -0.3527
C: -0.3461 -0.0137 1.5953  -0.0067
S: -0.7030 0.7071 2.9568  0.0052
H: 0.5008 -0.7591 -2.4230  0.2038
H: 0.4637 1.0365 -1.9494  0.1799
H: -0.2916 -1.1966 1.5207  0.2059

Calculated values
Highest occupied orbital energy: -8.980 eV
Orbital gap: 9.35 eV
Energy: -16492.470 eV
SMILES: C=NOC=S



(5)
Density functional theory data (ωB97M-V/def2-TZVPD) for 2 unconnected molecules or ions with the total composition C5H14 at a distorted geometry.

Each line ends with the natural charge from an NBO analysis.
Atoms and positions in Å:
C: -1.0501 0.4811 0.1228  -0.6032
C: -0.8772 1.9068 0.6307  -0.3990
C: -0.7718 1.9695 2.1420  -0.6070
H: -1.8997 -0.0042 0.6200  0.2001
H: -0.1397 -0.0804 0.3105  0.2014
H: -1.2545 0.4881 -0.9467  0.2081
H: 0.0652 2.2978 0.2291  0.1907
H: -1.6167 2.6097 0.2365  0.1977
H: -1.7497 2.0387 2.6299  0.2024
H: -0.2520 1.0861 2.5166  0.2009
H: -0.2224 2.8526 2.4906  0.2072
C: 0.7224 -2.5564 -1.2485  -0.6099
C: 1.6896 -1.3796 -1.4701  -0.6089
H: 1.3657 -3.4246 -1.0948  0.2039
H: 0.0530 -2.4034 -0.4095  0.2063
H: 0.1289 -2.7205 -2.1447  0.2038
H: 1.2513 -0.5664 -2.0691  0.2004
H: 2.5831 -1.6916 -2.0086  0.2041
H: 1.9745 -0.9032 -0.5367  0.2009

Calculated values
Highest occupied orbital energy: -11.280 eV
Orbital gap: 12.43 eV
Energy: -5411.881 eV
SMILES: CCC.CC



(6)
Density functional theory data (ωB97M-V/def2-TZVPD) for C4H8O in the gas phase at a distorted geometry.

Each line ends with the natural charge from an NBO analysis.
Atoms and positions in Å:
C: 0.8637 0.5985 -1.0238  -0.6416
C: 1.0421 -0.1745 0.2905  -0.4643
C: -0.3477 -0.7494 0.2816  0.1046
C: -1.4693 -0.0664 0.8834  -0.1100
O: -1.6861 0.0701 -0.4629  -0.5667
H: -0.2142 0.6633 -1.2092  0.2716
H: 1.1954 1.6188 -0.9285  0.2095
H: 1.2924 0.0395 -1.8510  0.2089
H: 1.2620 0.4725 1.1576  0.2114
H: 1.8560 -0.9265 0.2560  0.2242
H: -0.4327 -1.7093 -0.2021  0.2156
H: -2.1661 -0.6953 1.4071  0.1690
H: -1.1954 0.8586 1.4014  0.1678

Calculated values
Highest occupied orbital energy: -9.428 eV
Orbital gap: 10.56 eV
Energy: -6322.038 eV
SMILES: CC[C@H]1CO1



(7)
Density functional theory data (ωB97M-V/def2-TZVPD) for C5H12N2OS in the gas phase at a distorted geometry.

Each line ends with the natural charge from an NBO analysis.
Atoms and positions in Å:
C: -1.4076 1.9198 0.2507  -1.0135
S: -0.8394 0.3493 0.2619  1.8891
O: -1.7631 -0.6394 1.1130  -0.9054
N: -0.2652 -0.4731 -1.2283  -0.5745
C: -1.2697 -1.2219 -1.7528  -0.4530
C: 0.7925 -1.3972 -0.6948  -0.2428
C: 1.6524 -0.4107 0.0740  -0.2188
N: 0.7009 0.2116 1.0047  -0.6185
C: 1.0252 1.2710 1.9128  -0.4152
H: -2.5080 1.8483 0.1441  0.2574
H: -0.8487 2.7828 -0.1158  0.2466
H: -2.1637 -0.6469 -1.7949  0.2119
H: -1.0925 -1.5648 -2.8035  0.2105
H: -1.6400 -1.9726 -1.0707  0.1999
H: 1.2272 -1.9797 -1.4201  0.2120
H: 0.3893 -2.1299 -0.1103  0.1962
H: 2.5047 -0.8770 0.4574  0.2137
H: 2.0955 0.3104 -0.6857  0.1806
H: 0.1509 1.7870 2.1904  0.2423
H: 1.5432 0.8351 2.7875  0.2033
H: 1.7162 1.9980 1.4804  0.1783

Calculated values
Highest occupied orbital energy: -8.465 eV
Orbital gap: 9.37 eV
Energy: -21237.699 eV
SMILES: C=S1(=O)N(C)CCN1C